Record 1
This record from OMol25 describes a cluster of 2 separate species, CH6OS in total. The level of theory is ωB97M-V with the def2-TZVPD basis set.

Geometry as XYZ:
```
9
Properties=species:S:1:pos:R:3
S -0.270 1.631 0.766
C 1.355 0.797 0.983
H -0.540 1.719 2.086
H 1.336 -0.086 0.323
H 1.514 0.458 2.021
H 2.203 1.438 0.688
O -1.711 -1.710 -2.536
H -1.752 -1.682 -1.553
H -2.134 -2.565 -2.778
```

Output
frontier orbital gap = 9.935 eV
structure (SMILES) = CS.O
energy relative to the best compared isomer or geometry (same formula, charge and spin) = 15.9 kJ/mol
net charge = 0

Atom charges from the natural (NBO) analysis, given in e for atoms 1 to 5:
1 S -0.056
2 C -0.730
3 H 0.124
4 H 0.220
5 H 0.226

Record 2
This record from OMol25 describes a structure of composition C35H40N12O2Tc. The level of theory is ωB97M-V with the def2-TZVPD basis set.

Geometry as XYZ:
```
90
Properties=species:S:1:pos:R:3
Tc 0.090 1.899 -0.182
C 5.278 -0.201 0.405
N 4.134 0.664 -0.012
C 2.961 0.817 0.558
N 2.175 1.582 -0.235
C 3.003 1.847 -1.316
N 4.175 1.309 -1.198
C 5.015 -1.622 -0.026
C 5.830 -2.256 -0.953
C 5.541 -3.558 -1.354
C 4.426 -4.217 -0.860
C 3.611 -3.578 0.074
C 3.923 -2.297 0.503
C 2.392 -4.215 0.573
N 1.814 -5.295 0.189
N 0.621 -5.385 0.907
C 0.574 -4.352 1.666
O 1.663 -3.543 1.514
C -0.494 -3.903 2.561
C -1.590 -4.719 2.829
C -2.603 -4.247 3.651
C -2.546 -2.962 4.180
C -1.452 -2.149 3.908
C -1.366 -0.762 4.503
N -0.683 0.151 3.552
C -0.943 0.320 2.276
N -0.022 1.156 1.751
C 0.775 1.475 2.838
N 0.398 0.873 3.921
C -0.419 -2.631 3.115
H 5.385 -0.092 1.484
H 6.149 0.226 -0.083
H 2.687 0.382 1.504
H 2.724 2.407 -2.196
H 6.694 -1.747 -1.364
H 6.187 -4.056 -2.064
H 4.188 -5.224 -1.179
H 3.308 -1.845 1.274
H -1.632 -5.716 2.409
H -3.447 -4.884 3.882
H -3.349 -2.605 4.815
H -0.774 -0.715 5.415
H -2.352 -0.350 4.712
H -1.754 -0.160 1.754
H 1.613 2.155 2.808
H 0.470 -2.036 2.936
C -1.070 3.965 -3.130
C -0.542 4.773 -1.959
C -1.643 5.275 -1.044
C 0.371 5.909 -2.416
N 0.407 3.790 -1.168
N 0.463 3.891 0.240
H -1.631 4.632 -3.784
H -1.750 3.172 -2.805
H -0.258 3.545 -3.730
H -2.308 5.894 -1.646
H -1.268 5.937 -0.256
H -2.251 4.474 -0.620
H -0.230 6.657 -2.935
H 1.132 5.562 -3.120
H 0.854 6.413 -1.575
H 1.351 3.950 -1.521
H -0.313 4.428 0.639
H 1.362 4.190 0.620
C -3.917 -1.783 -1.901
N -3.795 -0.460 -1.275
N -2.586 0.121 -0.990
C -2.832 1.373 -0.517
O -1.814 2.153 -0.179
C -4.188 1.583 -0.474
C -4.770 0.406 -0.969
C -6.208 0.092 -1.167
C -1.294 -0.438 -1.205
C -0.383 0.301 -2.008
C 0.855 -0.294 -2.329
C 1.181 -1.552 -1.850
C 0.270 -2.246 -1.058
C -0.960 -1.685 -0.708
H -3.099 -1.931 -2.602
H -4.851 -1.797 -2.455
H -3.928 -2.568 -1.148
H -4.710 2.463 -0.135
H -6.821 0.877 -0.734
H -6.475 -0.858 -0.702
H -6.443 0.029 -2.233
H -0.765 1.122 -2.612
H 1.518 0.207 -3.024
H 2.118 -2.018 -2.130
H 0.502 -3.250 -0.729
H -1.657 -2.246 -0.096
```

Output
frontier orbital gap (spin up / spin down) = 4.130 / 3.452 eV
energy relative to the best compared isomer or geometry (same formula, charge and spin) = 31.9 kJ/mol
net charge = +4
spin multiplicity = 4
expectation value of S² = 3.780

Atom charges from the Mulliken analysis, given in e for atoms 1 to 5:
1 Tc 0.775
2 C -1.191
3 N 0.871
4 C -0.596
5 N 0.633

Record 3
This record from OMol25 describes a cluster of 2 separate species, C4H14N4O7 in total. The level of theory is ωB97M-V with the def2-TZVPD basis set.

Geometry as XYZ:
```
29
Properties=species:S:1:pos:R:3
C 0.413 0.342 0.329
C -2.872 0.251 1.358
C -2.626 0.854 -1.153
C -2.025 0.849 0.281
N -0.863 -0.147 0.205
N 1.572 -0.579 0.196
N -1.307 -1.475 0.309
N 2.883 -0.180 0.418
O 0.693 1.502 0.544
O 1.154 -2.803 0.195
O 2.383 0.871 -1.941
O 4.463 1.286 0.766
O 1.517 -1.717 -0.620
O 3.728 -1.028 0.298
O 3.046 1.031 0.865
H -2.348 0.197 2.247
H -3.617 1.113 1.539
H -3.483 -0.705 1.261
H -3.408 0.055 -1.329
H -1.824 0.593 -1.900
H -2.933 1.779 -1.489
H -1.661 1.814 0.635
H -2.028 -1.575 -0.298
H -1.799 -1.595 1.275
H -0.528 -2.093 0.028
H 2.489 1.828 -1.733
H 1.642 -3.565 -0.077
H 2.813 0.895 -2.766
H 4.529 2.201 0.555
```

Output
frontier orbital gap (spin up / spin down) = 9.536 / 5.592 eV
net charge = +2
spin multiplicity = 3
expectation value of S² = 2.010

Atom charges from the natural (NBO) analysis, given in e for atoms 1 to 5:
1 C 0.763
2 C -0.705
3 C -0.648
4 C -0.040
5 N -0.287

Record 4
This record from OMol25 describes a structure of composition C2H3N3O4S. The level of theory is ωB97M-V with the def2-TZVPD basis set.

Geometry as XYZ:
```
13
Properties=species:S:1:pos:R:3
C 0.767 2.016 0.401
C -1.770 -0.087 0.004
N 0.876 3.136 0.538
N 0.703 0.712 0.371
N 1.609 -1.550 0.444
O 1.094 -1.904 1.393
O 2.684 -1.519 0.066
O 0.459 -1.343 -0.839
O -0.252 0.723 -2.073
S -0.149 0.134 -0.766
H -1.840 -1.074 0.405
H -1.694 0.671 0.752
H -2.487 0.084 -0.697
```

Output
frontier orbital gap (spin up / spin down) = 6.821 / 5.396 eV
net charge = 0
spin multiplicity = 3
expectation value of S² = 2.023

Atom charges from the natural (NBO) analysis, given in e for atoms 1 to 5:
1 C 0.374
2 C -0.800
3 N -0.130
4 N -0.557
5 N 0.585

Record 5
This record from OMol25 describes a cluster of 2 separate species, C6H14N2O2 in total. The level of theory is ωB97M-V with the def2-TZVPD basis set.

Geometry as XYZ:
```
24
Properties=species:S:1:pos:R:3
C -3.107 -1.534 0.026
C -0.798 0.940 1.800
C -2.098 -0.345 0.178
O -1.986 0.494 -0.676
N -1.657 -0.159 1.490
H -4.038 -1.009 0.309
H -1.658 -0.970 2.089
H -1.410 1.869 1.644
H -3.227 -1.941 -0.935
H -2.937 -2.264 0.858
H -0.351 0.959 2.789
H 0.012 1.065 1.068
C 3.148 1.599 -0.205
C 0.775 -1.073 -1.646
C 1.916 -0.550 -0.841
O 2.722 -1.215 -0.252
N 2.048 0.874 -0.856
H 1.398 1.543 -1.308
H 2.671 2.169 0.622
H 0.105 -0.374 -2.207
H 3.936 0.891 0.064
H 3.494 2.296 -0.980
H 1.015 -2.013 -2.153
H 0.028 -1.252 -0.878
```

Output
frontier orbital gap (spin up / spin down) = 9.944 / 4.253 eV
energy relative to the best compared isomer or geometry (same formula, charge and spin) = 148.4 kJ/mol
net charge = +1
spin multiplicity = 2
expectation value of S² = 0.766

Atom charges from the natural (NBO) analysis, given in e for atoms 1 to 5:
1 C -0.704
2 C -0.411
3 C 0.674
4 O -0.627
5 N -0.620

Record 6
This record from OMol25 describes a structure of composition C4H4O2. The level of theory is ωB97M-V with the def2-TZVPD basis set.

Geometry as XYZ:
```
10
Properties=species:S:1:pos:R:3
O -0.465 2.348 0.112
C -0.189 1.185 0.132
C -1.015 -0.117 0.058
C 0.322 -0.829 0.188
O 1.020 -0.526 -1.029
C 1.132 0.419 0.435
H -1.617 -0.326 -0.829
H -1.631 -0.204 0.958
H 0.494 -1.822 0.593
H 1.950 -0.128 -0.618
```

Output
frontier orbital gap = 9.193 eV
energy relative to the best compared isomer or geometry (same formula, charge and spin) = 463.0 kJ/mol
net charge = 0

Atom charges from the natural (NBO) analysis, given in e for atoms 1 to 5:
1 O -0.469
2 C 0.534
3 C -0.545
4 C -0.001
5 O -0.555

no.,maximum force (hartree/bohr),calculated total energy (a.u.)
1,0.02416,-515.1035
2,0.00754,-2244.6020
3,0.10658,-905.2547
4,0.22920,-941.0541
5,0.06702,-496.6752
6,0.01279,-305.1031